A cluster of 13 separate species, C26H78O13 in total, computed with ωB97M-V/def2-TZVPD.

Each line ends with the Mulliken charge.
Atoms and positions in Å:
C -18.21845 -3.33699 -30.14569  -1.161
C -16.98143 -2.53671 -30.49084  0.353
O -17.27574 -1.82632 -31.62838  -0.550
H -18.22163 -3.94922 -29.24388  0.378
H -18.41496 -4.15004 -30.84456  0.446
H -19.12556 -2.74136 -30.04326  -0.027
H -16.10281 -3.16963 -30.61547  0.495
H -16.73711 -1.85225 -29.67849  -0.212
H -16.43329 -1.45481 -31.90016  0.319
C -15.98211 -2.60781 -26.08862  -0.310
C -15.18967 -3.89793 -25.65019  -0.501
O -15.44938 -4.90726 -26.62433  -0.517
H -15.70797 -1.75185 -25.47194  0.195
H -17.06597 -2.72093 -26.06495  0.156
H -15.72430 -2.34454 -27.11445  0.064
H -15.38631 -4.22295 -24.62852  0.305
H -14.11367 -3.72461 -25.66704  0.306
H -14.96194 -5.71006 -26.42554  0.281
C -20.67495 -1.82127 -24.58422  0.133
C -19.91939 -2.08500 -23.34697  -0.697
O -18.53598 -1.88910 -23.56642  -0.407
H -20.40234 -2.55876 -25.33913  0.157
H -20.40013 -0.85873 -25.01560  -0.465
H -21.75269 -1.88953 -24.43611  0.219
H -20.19502 -3.06894 -22.96755  0.404
H -20.21699 -1.31265 -22.63774  0.347
H -18.08347 -2.09772 -22.74587  0.238
C -22.83162 1.75334 -28.33769  -0.714
C -22.60737 2.05106 -26.85630  -0.240
O -22.23460 0.88045 -26.17723  -0.745
H -21.93544 1.37119 -28.82650  0.003
H -23.19935 2.54953 -28.98495  0.553
H -23.52562 0.91620 -28.41295  0.042
H -23.54219 2.46656 -26.48004  0.364
H -21.81418 2.78658 -26.72232  0.296
H -21.76910 1.19553 -25.39902  0.201
C -23.36170 -1.58327 -31.69106  -1.433
C -22.09845 -1.76393 -30.88059  0.092
O -22.37289 -1.09567 -29.66993  -0.249
H -23.41184 -2.10324 -32.64773  0.391
H -23.57675 -0.54038 -31.92397  0.312
H -24.19822 -1.99093 -31.12349  0.282
H -21.23851 -1.37392 -31.42511  0.305
H -22.00701 -2.83669 -30.71058  0.270
H -21.73193 -1.26343 -28.97522  0.127
C -26.92333 -1.06146 -26.17733  -1.350
C -25.59961 -0.32785 -26.55251  0.200
O -24.51772 -0.55571 -25.70052  -0.598
H -26.82626 -2.14559 -26.11948  0.315
H -27.65971 -0.77516 -26.92825  0.361
H -27.26076 -0.71799 -25.19944  0.359
H -25.81790 0.71492 -26.78295  0.299
H -25.27238 -0.82694 -27.46461  0.063
H -23.73240 -0.16426 -26.08991  0.254
C -13.66407 0.00945 -27.84840  -0.414
C -12.89685 1.33962 -27.71743  -0.145
O -11.56640 1.11026 -27.35133  -0.565
H -13.59995 -0.60536 -26.95062  0.298
H -13.29568 -0.46755 -28.75662  0.379
H -14.71430 0.25722 -28.00246  -0.163
H -13.31997 2.03440 -26.99194  0.209
H -12.87617 1.97869 -28.60019  0.121
H -10.97468 1.81179 -27.63297  0.305
C -19.18973 4.01437 -27.59396  -1.274
C -19.07412 2.89567 -26.51900  0.953
O -17.75160 2.42932 -26.37981  -0.257
H -18.84685 3.63969 -28.55840  0.200
H -18.55914 4.86020 -27.32004  0.255
H -20.21890 4.36957 -27.64640  0.469
H -19.71066 2.03528 -26.72551  -0.799
H -19.37461 3.15248 -25.50320  0.493
H -17.69603 1.81471 -25.64443  -0.003
C -18.69711 0.04457 -28.69137  -0.327
C -19.20307 -0.99511 -27.65819  0.966
O -20.62417 -0.95345 -27.71798  0.923
H -19.18987 1.01645 -28.66446  -0.139
H -18.76145 -0.33707 -29.71035  0.535
H -17.63295 0.24041 -28.55974  -0.253
H -18.87893 -0.74034 -26.64917  -0.663
H -18.86231 -2.01008 -27.86268  -0.197
H -20.91171 -0.31108 -27.06507  -0.676
C -24.00744 -3.50234 -27.77036  -0.674
C -22.89957 -3.38240 -26.71665  0.852
O -23.24282 -4.24901 -25.63082  -0.608
H -24.18087 -4.51572 -28.13241  0.376
H -23.74148 -2.89133 -28.63294  -0.054
H -24.97315 -3.13940 -27.41855  0.004
H -22.82988 -2.33450 -26.42488  -0.534
H -21.97592 -3.70461 -27.19741  0.197
H -23.72939 -3.69280 -25.01806  0.388
C -14.44553 5.05884 -28.60392  -1.328
C -15.60478 4.52366 -27.80683  0.030
O -16.01408 3.29501 -28.30726  0.281
H -13.63975 4.32738 -28.66554  0.167
H -13.99396 5.99532 -28.27654  0.410
H -14.77164 5.27851 -29.62053  0.290
H -16.39323 5.26512 -27.93607  0.248
H -15.38371 4.47321 -26.74068  0.246
H -16.61152 2.86142 -27.69355  0.026
C -16.65312 1.39816 -31.00346  -0.378
C -15.56521 2.32576 -31.65269  -0.309
O -14.80184 1.44648 -32.48647  -0.525
H -16.18006 0.67894 -30.33484  -0.120
H -17.19052 0.86185 -31.78555  0.523
H -17.41928 1.92438 -30.43406  0.103
H -14.91780 2.89045 -30.98180  0.129
H -16.08484 3.10586 -32.20903  0.317
H -14.05675 1.88878 -32.89980  0.285
C -16.37274 2.43274 -23.37358  -1.058
C -16.74580 0.94061 -23.26354  -0.296
O -17.69439 0.67778 -24.26600  -0.513
H -17.27378 3.01863 -23.55511  0.233
H -15.64474 2.48796 -24.18295  0.161
H -15.82298 2.85315 -22.53149  0.420
H -17.19435 0.67556 -22.30612  0.370
H -15.81770 0.38451 -23.39574  0.273
H -18.04343 -0.19803 -24.08510  0.129

Output
HOMO (eV): -9.53
Relative energy (zero: lowest compared OMol25 entry of this formula, charge and spin) (eV): 2.828
Net charge: 0
Orbital gap (eV): 9.74